# 1
A 2-piece molecular cluster, C29H42F12N2O9S overall in a non-equilibrium geometry. Source: the OMol25 dataset; level of theory: ωB97M-V/def2-TZVPD.

total charge	0
HOMO energy	-10.09	eV
multiplicity	1
structure (SMILES)	CCC[C@@H](C)[C@]1(C[C@H](C)O)[C@](CCCC(=O)OCC)(CCC(F)=C(F)F)[C@H](C(F)(F)C(F)(F)C(F)(F)C(F)(F)F)[C@@H](CC(=O)O)OS1(=O)=O.NC(N)=O
largest force on an atom	0.1803	Eh/bohr
gap between HOMO and LUMO	9.41	eV
LUMO energy	-0.68	eV
calculated total energy	-95586.0792	eV

CARTESIAN COORDINATES (ANGSTROEM)
F -1.96437 0.23784 -4.53158
C -3.47057 -3.81536 1.81470
N 8.84695 2.96595 5.99711
F 0.05374 3.32648 -5.29224
H 4.40460 0.11937 5.98484
H -5.21035 -1.46390 -3.96397
H 9.33126 3.67734 6.51814
H -1.31661 -3.22361 1.05773
C 7.66450 3.15866 5.38530
S -1.81161 -2.42231 -1.67140
H 6.05874 -0.76441 5.79673
H -2.96248 -4.86395 2.07540
O 4.10170 0.29043 2.94471
H 5.73123 1.19092 4.01613
H -0.44914 -0.51837 1.80784
H 7.61487 5.13553 6.03340
H -4.61869 -2.31869 -1.62183
H -5.70829 -1.00416 -0.86710
H 2.29566 -1.30039 -3.77573
F 1.58432 2.67100 3.68475
C -3.51195 -0.20984 -1.27837
C -1.68989 2.03675 1.35391
H -0.03352 -1.33636 -3.66874
N 7.16066 4.39857 5.52090
O 1.65455 -4.14690 -3.81424
C 0.10250 -0.58067 0.74705
C -0.96148 2.27388 -5.40898
H -2.70537 1.58787 1.71133
C -4.27533 1.00545 -0.48938
H -1.41672 -3.32663 3.40054
C -2.22558 -0.91648 -0.56943
C -0.68827 1.32671 -6.70221
O -1.74204 -2.44730 2.99721
C -0.84917 0.04858 -0.48406
C -7.10362 -0.46850 -2.92176
C 0.32053 -1.42812 -2.55865
H -1.95754 3.19783 1.19860
F -2.24282 3.01027 -5.74490
H 2.30947 -1.82365 2.03226
H 4.53848 -1.64127 5.09991
H -5.36987 1.15194 -0.95038
C 5.29600 0.10666 3.77014
H 6.16570 -0.50648 3.28614
C -2.22212 -2.72196 1.60116
F 0.28660 4.54066 2.57152
F 0.32528 2.64714 -2.50562
C 1.51390 0.13021 1.08999
C -0.71394 2.08970 2.68968
H 1.84537 1.01900 0.40083
H -2.61815 -0.54482 1.75168
H -4.46449 0.82519 0.65671
H -4.18601 -3.87612 0.89129
H 2.62268 -1.23798 -1.92137
C 0.34373 3.10579 2.93981
H -3.78395 2.06253 -0.58232
O -2.47878 -3.75230 -1.25643
O -2.34644 -2.28459 -3.15060
F 1.09392 0.99160 -3.89409
C 2.67005 -1.07923 1.17092
C 5.01368 -0.58304 5.24949
H 0.01805 2.10956 -0.06820
F -0.92229 1.06597 3.77135
C 1.95942 -1.74982 -2.72612
C -5.45849 -0.70938 -3.10105
F -1.93930 0.88488 -7.42565
H 0.30814 -1.73593 0.61019
H 2.74547 -1.71131 0.19459
H 2.45776 -3.65178 -0.86886
H -7.55455 -0.33831 -4.00510
H -4.01397 -3.48139 2.81754
H 6.27179 4.58569 5.07544
C -4.80567 -1.17765 -1.63256
C 2.13409 -3.39663 -2.81715
C 4.13023 -0.46832 1.69248
F 0.02634 2.19963 -7.70993
O 5.17043 -0.68312 0.88775
H -3.99373 -1.49610 0.93763
H -7.62732 -1.35353 -2.36294
C -2.81258 -1.36892 0.90712
O -0.14634 -2.55703 -1.78783
F 0.17050 0.14897 -6.51925
H 1.16803 0.31348 -1.52503
H -1.65526 2.13886 -0.88804
F -2.31033 2.36968 -3.32956
C 0.04051 0.08110 -1.88902
O 7.09485 2.27960 4.75796
O 2.87576 -4.03490 -1.71749
H 1.55820 0.58660 2.19506
H -5.03912 0.36477 -3.40451
H -7.35601 0.51207 -2.31732
H -3.15780 0.21541 -2.30437
C -0.09318 1.26874 -2.97350
C -1.30489 1.44902 -3.98950
H 9.26108 2.04621 5.91971
C -1.05131 1.57140 -0.02629

Quick look at the Mulliken charges, all values in e: -0.27 -1.20 -0.42 -0.25 0.23 0.37 0.16 0.22 0.62 1.18 0.30 0.38 -0.16 0.21 0.25 0.17 0.32 0.51 0.35 -0.21 0.72 -0.17 0.37 -0.39 -0.52 -0.60 0.29 0.05 -0.97 0.39 1.48 0.68 -0.56 0.65 -1.01 0.09 0.49 -0.29 0.41 0.30 0.29 -0.14 0.30 0.29 -0.24 -0.39 -0.47 0.06 0.23 0.05 0.21 0.20 0.24 0.16 0.16 -0.69 -0.66 -0.37 0.01 -0.92 0.33 -0.34 -0.54 -0.26 -0.23 0.26 -0.16 0.42 0.36 0.31 0.22 -0.49 0.47 0.11 -0.26 -0.61 0.56 0.26 -1.03 -0.39 -0.19 -0.09 0.27 -0.33 0.79 -0.66 -0.50 0.20 0.08 0.23 -1.36 -0.02 0.81 0.22 -0.95

***

# 2
A 9-piece molecular cluster, C29H42F2O27 overall in a non-equilibrium geometry. Source: the OMol25 dataset; level of theory: ωB97M-V/def2-TZVPD.

total charge	+1
HOMO energy (spin up / spin down)	-12.04 / -12.04	eV
multiplicity	2
largest force on an atom	0.0867	Eh/bohr
expectation value of S²	0.76
gap between HOMO and LUMO (spin up / spin down)	8.36 / 2.33	eV
LUMO energy (spin up / spin down)	-3.68 / -9.71	eV
calculated total energy	-91459.2081	eV

CARTESIAN COORDINATES (ANGSTROEM)
O 3.58251 1.35037 -2.38176
H -2.59146 5.02461 1.62563
H -0.28041 2.07544 -4.15938
H -1.86177 -5.29196 -3.50812
O 0.52200 2.49432 0.04885
H -4.39771 -1.22301 1.66589
H -2.06804 3.36485 1.48988
H -7.96308 1.19992 -2.03606
C 0.74594 -3.54179 2.89945
O -3.91295 3.80518 0.58095
C 2.20610 5.33403 -3.73326
C -7.44949 2.07655 -1.64128
O 1.03367 -4.15836 4.10438
H -5.71430 1.01349 -0.92627
H 10.18985 -0.38346 -0.83616
H 3.08635 0.05858 0.90024
O 1.18662 5.55407 -2.85183
H 3.37021 5.38882 -1.05769
C -6.45439 1.67693 -0.47882
O -4.17541 -2.14062 -2.67954
O 3.27479 4.80643 -3.10206
H 3.26715 -1.71814 0.65534
O -0.18823 -3.82800 2.15193
C 2.48777 -2.44275 3.79256
H 3.08864 -0.49194 -0.72401
C 9.19653 -0.53918 -0.41525
O 2.21228 5.77492 -4.85185
C -3.90887 -3.24259 2.16147
O -2.48534 -3.16480 -1.61624
O 6.90128 -0.74523 -0.43015
C 0.48201 0.68816 4.24470
O 5.21629 -1.81556 -1.56126
H 0.26101 -0.15347 3.58826
C -0.47830 -0.79667 0.51253
C 2.94993 4.62754 -1.71490
C -4.48363 2.64534 0.43150
O -0.60691 0.91562 -1.00369
H -6.97922 2.44870 -2.55147
H -0.92908 -1.18726 -1.49854
O 1.65554 -2.57857 2.68057
O 0.18116 0.37974 0.95615
H 2.08585 -1.62527 4.39112
H 3.30953 3.61578 -1.52748
O -4.31772 -4.11474 1.15534
H -2.89931 -2.86862 1.99112
C -4.87944 -2.08617 2.12522
C 2.39362 -3.84153 4.38208
H -2.14504 -4.67793 -0.48353
H -0.78547 -4.34340 -1.52045
O -6.06727 -4.32628 -0.20678
H -2.23712 -0.42146 -0.57495
C -1.87233 -4.42515 -1.50814
O -5.81120 -2.54693 1.17109
O 1.45617 1.83973 -2.89639
H -5.27277 -1.90991 3.12638
H -6.98622 1.16888 0.32563
C 1.46849 4.79220 -1.64697
H -1.21172 1.78760 4.95002
H 7.95609 -1.75892 -1.84381
C -2.57356 -5.23886 -2.68434
F 2.65674 -3.94465 5.65845
H 3.15457 -4.43875 3.87969
C -3.51202 -3.15045 -2.50514
O -5.69614 2.78643 -0.12059
O 2.60422 0.82423 -4.41600
H -8.21495 2.77447 -1.30206
H 0.08035 0.47783 -3.55550
C 1.45352 1.07736 -5.05365
C -0.68739 1.64100 4.00574
C -5.42975 -3.71485 0.59665
H -1.29659 1.41563 3.13043
H -2.88328 -6.25890 -2.45698
H 1.08842 0.22224 -5.62249
O -3.92987 1.58379 0.73506
H 7.72742 -0.00116 -2.07585
O 4.85593 -0.54788 0.26905
O 0.05303 2.84556 3.69466
H -1.14798 -1.20612 1.26882
C 3.49076 -0.72667 0.26153
O 1.62607 1.34331 3.70213
H 0.90076 3.87003 -1.77103
F 1.70506 2.05052 -5.90112
C 0.06791 1.34332 0.02383
H -3.20065 3.78735 2.69549
C -1.17010 -0.39007 -0.79534
O 2.11803 3.53484 3.19913
H 9.35479 -1.38875 0.24904
H 0.62068 0.51752 5.31230
C 2.60565 1.27933 -3.14249
C -2.94289 3.99328 1.65663
C 5.67594 -1.12473 -0.61875
O -3.58011 -4.38648 -3.11840
H 3.53999 -2.21876 3.61721
H 0.31864 -1.50780 0.29505
C 1.36605 2.61647 3.52617
H 9.11358 0.42204 0.09198
H 1.13754 5.34865 -0.77008
C 0.53879 1.40234 -3.90652
C 8.00060 -0.78082 -1.36480
H -3.94290 -3.64999 3.17190

Here are the Mulliken charges for atoms 1 to 99, given in e: -0.65 0.33 0.41 0.29 -0.57 -0.01 -0.06 0.41 0.51 -0.32 0.64 -1.34 -0.31 0.15 0.42 0.22 -0.40 0.33 0.02 -0.55 -0.38 0.48 -0.52 -0.26 0.16 -1.12 -0.56 0.22 -0.05 -0.21 0.13 -0.13 -0.25 -0.16 -0.07 0.75 -0.36 0.33 0.12 0.01 0.13 0.10 0.00 -0.35 -0.22 0.08 0.19 0.24 0.26 -0.55 0.23 -0.29 -0.36 0.08 0.29 0.27 0.32 0.37 0.35 -0.38 -0.29 0.30 0.55 -0.32 -0.33 0.33 0.06 0.28 -0.13 0.67 -0.07 0.33 0.33 -0.49 0.33 -0.14 -0.37 -0.21 -0.58 -0.28 -0.27 -0.27 0.28 0.31 0.23 -0.61 0.30 0.50 0.46 -0.36 0.83 -0.37 0.32 0.12 0.73 0.32 0.40 -0.33 -0.27